Model one:
Density functional theory data (wB97M-V/def2-TZVPD) for a single C20H21N7O2 molecule.

Cartesian coordinates (Å):
N: 1.47555 0.64303 1.29826
N: -0.16631 -3.31203 3.05192
N: 1.61940 -1.95616 3.81580
N: -2.47631 0.02157 -3.84881
O: -2.51710 0.43386 -6.19981
O: 3.12695 -0.30505 5.31893
C: 0.53795 -0.20770 0.92744
C: 0.78497 -2.99602 3.96709
C: -1.84913 0.33418 -4.99520
C: -0.33467 -2.47230 2.07681
C: 1.40144 -1.10023 2.83595
C: -1.68140 -0.31997 -0.32096
C: -0.50439 0.68963 -4.99896
C: 0.44850 -1.32032 1.88662
C: -0.27220 -0.08869 -0.31480
C: -2.39652 -0.22811 -1.52239
C: 0.27679 0.64543 -3.87532
C: 0.36171 0.22130 -1.53534
C: -1.75044 0.05712 -2.70996
C: -0.37517 0.29846 -2.71990
N: -1.19239 -2.96930 1.16513
N: 2.01625 0.09942 2.46311
N: 2.70245 2.85158 5.45312
C: -4.50370 0.58801 -7.50767
C: -3.90157 0.02181 -6.22323
C: 3.25082 0.68735 3.07989
C: 1.84266 1.80884 4.93123
C: 3.87100 2.03526 5.19138
C: 3.03449 0.90733 4.59343
H: 2.53139 -0.96903 4.90758
H: 0.95705 -3.67006 4.79192
H: -2.22619 -0.52590 0.59047
H: -0.09818 1.02468 -5.92928
H: -3.46595 -0.37400 -1.48927
H: 1.32807 0.83835 -3.95192
H: 1.42014 0.41403 -1.56244
H: -1.05538 -2.59868 0.21887
H: -1.36886 -3.93794 1.34648
H: 2.66272 3.66613 4.85184
H: -5.62232 0.49118 -7.50876
H: -4.10428 0.06009 -8.35312
H: -4.24969 1.64160 -7.57706
H: -4.03849 -1.05848 -6.18742
H: -4.46646 0.43964 -5.40318
H: 3.46924 1.67054 2.63612
H: 4.07792 0.03266 2.90187
H: 1.23029 2.07280 4.04524
H: 1.18665 1.46280 5.70809
H: 4.35968 1.78799 6.15181
H: 4.64304 2.46331 4.52843

## Properties
* orbital gap: 8.42 eV
* SMILES: CCOc1ccc2cc(-c3nn(CC4(O)CNC4)c4ncnc(N)c34)ccc2n1
* HOMO level: -8.5 eV


Model two:
Density functional theory data (wB97M-V/def2-TZVPD) for a single C20H21N7O2 molecule.

Cartesian coordinates (Å):
N: -0.72830 1.46443 -1.48131
N: -3.65360 -1.92642 -2.54078
N: -3.18567 0.10533 -3.64569
N: 1.03390 -1.26513 4.12404
O: 2.95502 -1.62023 5.55256
O: 0.87868 3.29507 -3.14974
C: -1.15233 0.39249 -0.81982
C: -3.81841 -1.07492 -3.54415
C: 2.36328 -1.23133 4.35476
C: -2.85249 -1.53922 -1.58571
C: -2.32048 0.39022 -2.68576
C: -1.37910 -0.55311 1.47676
C: 3.23335 -0.80200 3.37527
C: -2.12897 -0.36896 -1.59797
C: -0.56171 0.00023 0.47066
C: -0.82980 -0.93888 2.69647
C: 2.73999 -0.30410 2.18538
C: 0.81983 0.13400 0.75964
C: 0.55228 -0.82520 2.95068
C: 1.37688 -0.29721 1.95783
N: -2.82793 -2.42645 -0.59354
N: -1.44109 1.48168 -2.63088
N: 0.61359 2.21339 -6.18033
C: 2.81683 -2.22725 7.87406
C: 2.02328 -1.99399 6.60591
C: -1.37865 2.51933 -3.66432
C: 0.71790 1.53774 -4.85031
C: 0.04404 3.39295 -5.53696
C: 0.04902 2.73393 -4.18177
H: 0.80392 2.73809 -2.34379
H: -4.51434 -1.33590 -4.29144
H: -2.45485 -0.59971 1.34673
H: 4.31856 -0.74952 3.52567
H: -1.45778 -1.38107 3.42505
H: 3.37027 0.08587 1.41386
H: 1.45234 0.49966 -0.00488
H: -1.93343 -2.58471 -0.13583
H: -3.30046 -3.28389 -0.87295
H: -0.05605 1.72138 -6.78070
H: 3.37079 -3.17216 7.76196
H: 2.16629 -2.32833 8.72582
H: 3.47743 -1.38062 8.06032
H: 1.51262 -2.92452 6.34848
H: 1.29063 -1.20897 6.75312
H: -2.04241 2.24778 -4.51617
H: -1.77306 3.46430 -3.26263
H: 1.76582 1.35095 -4.55596
H: 0.23692 0.56218 -4.80704
H: 0.70274 4.30539 -5.52334
H: -0.89521 3.70742 -5.96132

## Properties
* orbital gap: 8.14 eV
* SMILES: CCOc1ccc2cc(-c3nn(CC4(O)CNC4)c4ncnc(N)c34)ccc2n1
* HOMO level: -8.3 eV


How do the energies compare? Relative to the most stable structure, in eV: model one 0.137; model two 0.000.


Model one:
Density functional theory data (wB97M-V/def2-TZVPD) for a molecular structure, C46H46BaClN7O5S2.

Cartesian coordinates (Å):
Ba: 0.80784 -0.69492 0.07486
C: 1.79678 -3.76825 -2.11367
C: 0.58559 -3.86860 -3.03601
C: -0.75748 -3.51440 -2.45163
C: -1.81791 -4.40621 -2.57608
C: -3.06836 -4.04430 -2.10560
C: -3.22404 -2.79611 -1.53009
C: -2.11030 -1.98097 -1.42742
N: -0.89777 -2.32520 -1.86761
N: 2.41683 -2.44511 -1.89401
C: 2.72836 -1.73706 -3.13693
C: 1.58638 -0.94117 -3.72385
C: 1.30779 -0.97922 -5.08581
C: 0.27342 -0.20423 -5.58294
C: -0.45167 0.58390 -4.70354
C: -0.09681 0.56523 -3.36496
N: 0.90171 -0.17019 -2.88209
C: 3.67314 -2.72210 -1.16940
C: 4.33966 -1.50132 -0.59326
C: 5.45854 -0.92503 -1.17456
C: 6.04893 0.16895 -0.55469
C: 5.50875 0.63400 0.62882
C: 4.38309 -0.00263 1.13539
N: 3.80195 -1.04008 0.54169
H: 2.56816 -4.43681 -2.52904
H: 1.52699 -4.15910 -1.12928
H: 0.53754 -4.90749 -3.36655
H: 0.74211 -3.28116 -3.94248
H: -1.65762 -5.37077 -3.04010
H: -3.90901 -4.72198 -2.18588
H: -4.18005 -2.46349 -1.14926
H: -2.19193 -1.00980 -0.95068
H: 3.14190 -2.42347 -3.89225
H: 3.50906 -1.00873 -2.90583
H: 1.88694 -1.61966 -5.73899
H: 0.03182 -0.22237 -6.63778
H: -1.27664 1.19449 -5.04375
H: -0.63678 1.15368 -2.63115
H: 4.37544 -3.26666 -1.81864
H: 3.42428 -3.37361 -0.33083
H: 5.86863 -1.33594 -2.08864
H: 6.92277 0.63911 -0.98746
H: 5.93656 1.47485 1.15768
H: 3.91790 0.32795 2.05361
O: -0.87928 1.31121 -0.25544
S: -2.23607 1.88212 0.03502
C: -2.09804 3.59823 -0.54656
C: -1.10858 4.49079 0.19665
C: 0.33662 3.99060 0.30486
C: 1.01389 3.83082 -1.04729
S: 2.59192 2.93975 -1.01595
O: 2.27775 1.56066 -0.53675
C: 3.38486 3.84978 0.29455
C: 4.05510 5.01091 -0.06490
C: 4.69934 5.74756 0.91661
C: 4.68532 5.30446 2.23261
C: 4.02572 4.13126 2.57940
C: 3.36442 3.39628 1.60266
C: -2.41589 2.23766 1.77023
C: -3.64309 2.76516 2.15979
C: -3.84811 3.06776 3.49463
C: -2.83947 2.82554 4.42188
C: -1.63158 2.27397 4.02246
C: -1.41609 1.96988 2.68150
H: -3.10536 4.01651 -0.49350
H: -1.84943 3.48598 -1.60457
H: -1.48606 4.67032 1.20552
H: -1.11974 5.46039 -0.31178
H: 0.37373 3.03826 0.83631
H: 0.89308 4.71327 0.90425
H: 1.22499 4.79023 -1.52766
H: 0.42261 3.22152 -1.73457
H: 4.08376 5.32947 -1.10127
H: 5.22425 6.65598 0.65077
H: 5.20029 5.86963 2.99846
H: 4.03993 3.79285 3.60819
H: 2.84049 2.47593 1.83867
H: -4.43245 2.92957 1.43418
H: -4.79578 3.48216 3.81231
H: -3.00309 3.05938 5.46578
H: -0.84472 2.07253 4.73734
H: -0.49057 1.51030 2.35897
C: -4.59284 -5.64640 0.83141
C: -4.94487 -4.19075 0.91946
C: -6.09087 -3.68130 0.33174
C: -6.37892 -2.32540 0.40824
Cl: -7.82402 -1.71239 -0.35088
C: -5.53078 -1.46170 1.06908
C: -4.37299 -1.95364 1.66170
C: -4.08453 -3.31096 1.59318
O: -2.98191 -3.89424 2.12908
C: -2.01817 -3.06506 2.77860
C: -1.19845 -2.28324 1.74213
O: -1.49417 -1.07087 1.56395
O: -0.30365 -2.90598 1.11851
H: -5.33012 -6.18698 0.23872
H: -4.54231 -6.09695 1.82382
H: -3.60677 -5.77598 0.38111
H: -6.76695 -4.34390 -0.19374
H: -5.75889 -0.40533 1.11601
H: -3.68135 -1.26571 2.12583
H: -1.37135 -3.74991 3.32020
H: -2.50341 -2.37993 3.47543
N: 1.61843 0.17125 2.60109
C: 1.56941 0.77632 3.60111
N: 1.45157 1.47358 4.67777
C: 2.36969 2.33310 5.04757
N: 3.14105 3.11966 5.41618

## Properties
* orbital gap: 7.97 eV
* HOMO level: -7.9 eV


Model two:
Density functional theory data (wB97M-V/def2-TZVPD) for a molecular structure, C46H46BaClN7O5S2.

Cartesian coordinates (Å):
Ba: 0.55737 0.42196 0.25299
C: 4.38792 -0.47015 0.77457
C: 4.64345 0.50830 -0.38809
C: 4.33713 1.93896 -0.03471
C: 5.34221 2.89552 0.05210
C: 5.00834 4.20042 0.37950
C: 3.67941 4.51219 0.60728
C: 2.74165 3.49615 0.50378
N: 3.05873 2.24057 0.19534
N: 3.15151 -1.24570 0.60083
C: 3.38981 -2.28633 -0.39621
C: 2.17258 -2.87497 -1.06408
C: 2.24661 -4.16308 -1.58550
C: 1.16260 -4.67697 -2.27546
C: 0.02515 -3.89666 -2.40083
C: 0.03409 -2.63797 -1.83331
N: 1.08389 -2.12029 -1.19339
C: 2.70570 -1.86647 1.86027
C: 2.56639 -0.88634 2.99603
C: 3.15592 -1.15316 4.22542
C: 3.01446 -0.23649 5.25581
C: 2.30436 0.92843 5.01907
C: 1.75608 1.11461 3.76047
N: 1.86774 0.22606 2.77536
H: 4.31163 0.09524 1.70238
H: 5.24701 -1.15072 0.88882
H: 4.01705 0.23002 -1.23853
H: 5.68056 0.43674 -0.71777
H: 6.37001 2.61731 -0.14006
H: 5.77526 4.96040 0.45128
H: 3.36406 5.51438 0.85977
H: 1.68998 3.68978 0.67432
H: 3.97780 -3.10897 0.04494
H: 4.01627 -1.86620 -1.18706
H: 3.14432 -4.75082 -1.44276
H: 1.18940 -5.67653 -2.68864
H: -0.85605 -4.26787 -2.90499
H: -0.84436 -2.00270 -1.88142
H: 3.41534 -2.65030 2.17359
H: 1.73012 -2.33497 1.68443
H: 3.71846 -2.06602 4.36695
H: 3.46088 -0.42560 6.22301
H: 2.17316 1.67926 5.78469
H: 1.18464 2.00527 3.52517
O: -1.71522 0.27772 -0.74554
S: -3.06708 -0.32743 -0.94831
C: -3.48131 0.06338 -2.69512
C: -2.66039 1.22482 -3.25142
C: -1.31502 0.73397 -3.78205
C: -0.40384 1.78707 -4.39176
S: 0.50094 2.82531 -3.17562
O: 0.61945 2.02054 -1.92765
C: -0.74603 4.07526 -2.83760
C: -1.25087 4.19462 -1.55563
C: -2.15158 5.21161 -1.27652
C: -2.53528 6.09326 -2.27783
C: -2.01282 5.96918 -3.56007
C: -1.10209 4.96278 -3.84222
C: -4.20793 0.80878 -0.17442
C: -3.70606 1.91073 0.49240
C: -4.58766 2.77998 1.12111
C: -5.95239 2.53492 1.07533
C: -6.44219 1.41417 0.41335
C: -5.56766 0.53856 -0.20827
H: -4.55317 0.25839 -2.71435
H: -3.29690 -0.85531 -3.25758
H: -2.52098 1.97952 -2.47666
H: -3.22257 1.69908 -4.06043
H: -1.50146 -0.01387 -4.56014
H: -0.77260 0.23090 -2.97878
H: -0.93422 2.47684 -5.05298
H: 0.38603 1.30578 -4.96970
H: -0.93411 3.49739 -0.78976
H: -2.53524 5.33162 -0.27219
H: -3.22886 6.89175 -2.05256
H: -2.30157 6.66620 -4.33534
H: -0.66863 4.88090 -4.83292
H: -2.63592 2.06312 0.53707
H: -4.19690 3.63487 1.65795
H: -6.63822 3.20965 1.57042
H: -7.50574 1.21677 0.39419
H: -5.94104 -0.35102 -0.70284
C: 1.29956 -6.00737 2.18038
C: 0.08394 -5.87391 1.31080
C: -0.16768 -6.76027 0.28052
C: -1.28666 -6.60325 -0.52440
Cl: -1.53105 -7.69246 -1.86473
C: -2.16756 -5.56593 -0.31182
C: -1.93636 -4.66927 0.72595
C: -0.82268 -4.82621 1.54276
O: -0.54000 -4.04099 2.61036
C: -1.48688 -3.03040 2.93784
C: -1.56736 -1.84575 1.95959
O: -2.68120 -1.35312 1.77235
O: -0.46487 -1.47805 1.45793
H: 1.94220 -6.81295 1.82622
H: 1.02279 -6.20977 3.21624
H: 1.86697 -5.07624 2.18331
H: 0.52199 -7.57300 0.09049
H: -3.02937 -5.44311 -0.95367
H: -2.62270 -3.84832 0.87399
H: -1.15503 -2.63276 3.89900
H: -2.47347 -3.47607 3.06230
N: -0.36896 2.50640 1.46281
C: -0.85837 3.44221 1.96223
N: -1.44461 4.39819 2.59673
C: -1.29071 5.62875 2.12146
N: -1.21344 6.72560 1.76049

## Properties
* orbital gap: 8.10 eV
* HOMO level: -8.0 eV


How do the energies compare? Relative to the most stable structure, in eV: model one 0.000; model two 0.140.